1.
129
Properties=species:S:1:pos:R:3 method="wB97M-V/def2-TZVPD" spin_multiplicity=2 homo_lumo_gap_ev="3.95 / 5.18" charge=-2 e_tot_ev=-186427.862 s_squared=0.779
V -0.60 0.01 -0.97
S -3.00 -2.02 -4.07
C -4.16 -1.60 -2.85
C -3.61 -0.89 -1.82
C -2.23 -0.63 -1.96
C -1.76 -1.17 -3.15
C -0.48 -0.79 -3.61
C 0.06 -1.05 -4.87
C 1.26 -0.47 -5.23
C 1.88 0.40 -4.32
C 1.30 0.61 -3.09
N 0.17 0.01 -2.70
H -5.18 -1.92 -2.98
H -4.21 -0.56 -0.98
H -0.48 -1.69 -5.55
H 1.71 -0.66 -6.20
H 2.80 0.90 -4.57
H 1.73 1.29 -2.38
C -3.93 -5.14 0.53
Si -2.34 -4.08 0.87
C -1.11 -4.64 -0.46
C -1.69 -4.71 2.57
N -2.57 -2.40 0.84
C -3.44 -1.69 1.54
C -4.45 -2.20 2.40
C -5.36 -1.39 3.03
C -5.36 -0.02 2.85
C -4.36 0.54 2.07
C -3.43 -0.28 1.47
F -2.39 0.32 0.79
H -4.05 -5.96 1.24
H -3.92 -5.59 -0.46
H -4.82 -4.53 0.59
H -1.25 -5.69 -0.71
H -0.09 -4.54 -0.12
H -1.22 -4.07 -1.38
H -1.43 -5.76 2.56
H -2.42 -4.55 3.36
H -0.79 -4.15 2.83
H -4.47 -3.27 2.56
H -6.10 -1.84 3.70
H -6.10 0.61 3.33
H -4.29 1.61 1.93
S 0.52 -0.11 2.44
C 0.33 0.60 3.92
N -0.43 0.03 4.89
C -0.44 0.49 6.25
C -0.27 2.00 6.27
C 1.02 2.33 5.53
N 0.92 1.79 4.20
H -0.87 -0.84 4.64
H 0.38 0.03 6.83
H -1.38 0.19 6.72
H -0.26 2.39 7.29
H -1.11 2.46 5.73
H 1.88 1.90 6.08
H 1.17 3.41 5.46
H 1.49 2.15 3.46
C 4.44 2.05 -0.53
N 4.20 0.76 0.07
C 5.35 0.00 0.50
C 2.96 0.23 0.16
O 1.95 0.78 -0.24
H 5.14 2.62 0.09
H 3.49 2.58 -0.60
H 4.86 1.94 -1.53
H 5.74 0.39 1.45
H 6.15 0.07 -0.24
H 5.09 -1.05 0.63
H 2.97 -0.74 0.67
C -0.72 1.84 -0.85
Ge -0.82 3.42 -1.94
C -2.12 3.38 -3.44
C -2.80 2.20 -3.73
C -3.75 2.16 -4.74
C -4.06 3.30 -5.45
C -3.40 4.49 -5.17
C -2.44 4.52 -4.17
C 0.86 4.17 -2.72
C 1.88 4.61 -1.89
C 3.09 5.04 -2.39
C 3.32 5.02 -3.76
C 2.32 4.57 -4.61
C 1.11 4.14 -4.09
C -1.52 4.82 -0.69
C -0.90 6.03 -0.39
C -1.38 6.84 0.63
C -2.50 6.46 1.35
C -3.13 5.26 1.06
C -2.63 4.45 0.06
H -0.65 2.16 0.20
H -2.56 1.33 -3.15
H -4.26 1.23 -4.95
H -4.81 3.28 -6.23
H -3.64 5.38 -5.72
H -1.93 5.45 -3.95
H 1.71 4.61 -0.82
H 3.86 5.40 -1.72
H 4.27 5.36 -4.16
H 2.50 4.54 -5.67
H 0.34 3.79 -4.76
H -0.04 6.34 -0.96
H -0.87 7.77 0.87
H -2.88 7.10 2.14
H -3.99 4.95 1.64
H -3.09 3.49 -0.14
C 2.11 -2.41 -1.44
C 1.14 -2.35 -0.44
N 1.39 -2.72 0.81
C 2.57 -3.20 1.11
C 3.64 -3.33 0.19
C 3.37 -2.86 -1.11
C 4.93 -3.80 0.58
C 5.20 -4.69 1.60
C 4.30 -5.58 2.22
C 4.64 -6.35 3.36
C 3.71 -7.21 3.86
N 2.48 -7.38 3.32
C 2.26 -6.62 2.25
N 3.05 -5.76 1.68
H 1.90 -2.12 -2.46
H 0.11 -2.02 -0.61
H 2.72 -3.43 2.16
H 4.16 -2.89 -1.86
H 5.77 -3.43 -0.01
H 6.24 -4.78 1.93
H 5.62 -6.25 3.82
H 3.91 -7.82 4.74
H 1.28 -6.73 1.79



2.
136
Properties=species:S:1:pos:R:3 method="wB97M-V/def2-TZVPD" spin_multiplicity=3 homo_lumo_gap_ev="5.18 / 4.92" charge=0 e_tot_ev=-108738.401 s_squared=2.185
Mo 1.62 0.22 0.31
C -4.09 -1.77 3.16
C -4.61 -0.45 3.02
C -4.17 0.39 2.07
C -3.20 -0.07 1.03
C -1.22 0.66 -0.06
N -1.05 1.51 -1.03
C 0.11 1.88 -1.55
C 0.24 2.89 -2.55
C -0.66 3.46 -3.44
C -0.22 4.49 -4.24
C 1.10 4.95 -4.17
C 2.01 4.40 -3.28
C 1.58 3.36 -2.46
C 2.22 2.58 -1.44
N 3.41 2.82 -0.96
C 4.02 2.08 -0.04
N 3.54 0.94 0.53
C 4.61 0.30 1.13
N 4.71 -1.00 1.41
C 3.69 -1.80 1.41
N 1.47 -1.78 0.44
C 0.64 -2.87 0.82
N -0.57 -2.66 1.14
C -1.13 -1.42 0.98
N -0.52 -0.42 0.21
C -2.41 -1.26 1.49
C -2.98 -2.13 2.44
C 1.57 -4.05 0.70
C 1.03 -5.39 0.37
C 1.84 -6.40 0.07
C 4.10 -5.75 1.12
C 4.57 -4.36 1.47
C 3.59 -3.25 1.12
C 5.75 1.16 1.12
C 7.03 1.03 1.65
C 7.91 2.07 1.47
C 7.55 3.21 0.74
C 6.29 3.33 0.18
C 5.38 2.30 0.38
N 1.33 1.63 -0.96
H -4.50 -2.43 3.90
H -5.36 -0.12 3.73
H -4.51 1.41 1.99
H -1.69 3.12 -3.47
H -0.91 4.95 -4.94
H 1.41 5.76 -4.82
H 3.03 4.74 -3.23
H -2.45 -3.04 2.65
H -0.04 -5.52 0.42
H 1.42 -7.37 -0.16
H 4.86 -6.46 1.44
H 5.61 -4.17 1.69
H 7.29 0.14 2.21
H 8.91 2.01 1.88
H 8.26 4.01 0.63
H 6.02 4.20 -0.41
O 1.73 -0.63 2.30
N 2.39 -1.26 1.37
N 2.13 -2.20 -0.67
O 2.84 -1.09 -1.03
C 2.74 -3.44 -0.21
C 3.32 -4.17 -1.36
C 3.60 -5.47 -1.32
C 3.34 -6.29 -0.09
C 3.51 -5.06 2.30
C 2.51 -3.97 1.94
H 3.48 -3.57 -2.24
H 4.00 -5.97 -2.19
H 3.72 -7.30 -0.26
H 3.55 -5.48 3.30
H 2.07 -3.48 2.82
C -5.32 -1.01 -0.03
C -3.95 -0.41 -0.34
C -4.14 0.87 -1.17
C -3.18 -1.43 -1.20
O -2.28 1.03 0.76
Si -0.91 1.86 2.26
O 0.46 1.76 1.55
O -1.41 0.80 3.35
C -1.19 0.85 4.76
C -2.15 1.88 5.35
C 0.26 1.21 5.03
C -1.50 -0.54 5.30
O -1.68 3.24 2.49
C -1.71 4.52 1.85
C -0.86 4.52 0.59
C -1.20 5.55 2.86
C -3.18 4.79 1.53
H -5.78 -1.35 -0.95
H -5.98 -0.27 0.43
H -5.23 -1.86 0.64
H -4.76 0.65 -2.04
H -3.18 1.25 -1.52
H -4.62 1.65 -0.59
H -3.73 -1.59 -2.13
H -3.10 -2.38 -0.69
H -2.18 -1.09 -1.46
H -1.93 2.86 4.93
H -2.08 1.92 6.43
H -3.17 1.62 5.07
H 0.46 2.23 4.70
H 0.90 0.54 4.45
H 0.50 1.12 6.08
H -2.49 -0.85 4.99
H -1.44 -0.54 6.39
H -0.78 -1.25 4.91
H 0.16 4.25 0.83
H -0.87 5.51 0.13
H -1.25 3.80 -0.11
H -0.16 5.34 3.10
H -1.79 5.51 3.77
H -1.27 6.55 2.43
H -3.54 4.05 0.82
H -3.29 5.78 1.10
H -3.78 4.72 2.44
C -2.36 -3.57 -5.96
C -2.42 -2.75 -4.67
N -1.10 -2.30 -4.28
C -0.71 -1.06 -3.94
S 0.61 -0.90 -2.93
N -1.35 0.04 -4.40
C -1.82 0.24 -5.77
C -3.13 1.01 -5.80
H -3.35 -3.93 -6.22
H -1.70 -4.43 -5.83
H -1.97 -2.97 -6.78
H -2.83 -3.38 -3.87
H -3.07 -1.89 -4.79
H -0.50 -3.01 -3.87
H -0.97 0.89 -3.99
H -1.94 -0.73 -6.26
H -1.06 0.80 -6.33
H -3.89 0.51 -5.21
H -3.48 1.10 -6.83
H -2.99 2.01 -5.40



3.
131
Properties=species:S:1:pos:R:3 method="wB97M-V/def2-TZVPD" relative_energy_kcal_mol=70.0 homo_lumo_gap_ev=7.94 charge=+1 e_tot_ev=-190643.151
K -0.21 -0.53 -1.34
O -1.95 -0.12 1.29
P -3.22 0.65 0.95
C -4.47 -0.41 0.11
P -4.13 -1.36 -1.45
O -2.64 -1.44 -1.73
C -4.86 -2.95 -1.12
C -5.76 -3.20 -0.06
C -6.03 -4.52 0.30
C -5.47 -5.57 -0.39
C -4.77 -5.36 -1.59
C -4.44 -4.04 -1.88
C -5.08 -0.62 -2.82
C -4.44 0.04 -3.87
C -5.22 0.66 -4.84
C -6.61 0.72 -4.63
C -7.26 0.06 -3.61
C -6.46 -0.66 -2.76
C -2.81 2.16 0.00
C -2.61 1.89 -1.35
C -2.16 2.86 -2.19
C -1.91 4.12 -1.69
C -2.30 4.43 -0.38
C -2.74 3.46 0.51
C -4.07 1.21 2.35
C -3.57 1.00 3.67
C -4.23 1.51 4.82
C -5.40 2.26 4.70
C -5.88 2.54 3.40
C -5.22 2.06 2.28
H -5.44 0.15 0.11
H -4.52 -1.18 0.78
H -6.26 -2.43 0.55
H -6.68 -4.72 1.13
H -5.58 -6.61 0.04
H -4.37 -6.18 -2.14
H -3.82 -3.82 -2.78
H -3.38 -0.09 -3.93
H -4.76 1.17 -5.65
H -7.12 1.33 -5.33
H -8.32 0.04 -3.51
H -6.87 -1.16 -1.87
H -2.78 0.82 -1.65
H -2.06 2.66 -3.24
H -1.50 4.89 -2.34
H -2.27 5.50 -0.09
H -3.06 3.81 1.46
H -2.71 0.29 3.73
H -3.77 1.52 5.78
H -5.81 2.74 5.61
H -6.65 3.27 3.29
H -5.68 2.31 1.35
O -1.03 -2.61 0.77
H -0.31 -2.89 1.29
H -1.53 -1.85 1.17
O 0.03 -2.24 -5.47
H 0.13 -1.96 -6.37
H 0.86 -2.18 -4.95
O -1.39 -0.49 -4.06
H -0.71 -0.90 -4.63
H -1.79 -1.20 -3.47
O -6.06 -1.54 2.70
H -6.37 -0.68 3.08
H -5.77 -2.14 3.38
C 4.63 -5.31 -3.78
C 3.34 -4.72 -4.48
C 2.21 -4.26 -3.56
N 1.86 -3.03 -3.35
N 0.83 -2.92 -2.42
C 0.41 -4.08 -2.01
N -0.80 -4.15 -1.38
S 1.36 -5.41 -2.62
H 5.44 -5.38 -4.48
H 4.48 -6.33 -3.39
H 4.95 -4.60 -3.03
H 2.91 -5.49 -5.13
H 3.61 -3.86 -5.14
H -1.31 -3.33 -1.27
H -1.08 -4.94 -0.77
C 4.80 0.55 -0.29
C 5.28 0.65 1.17
As 6.92 1.82 1.19
C 5.94 3.43 0.84
C 6.23 4.03 -0.39
C 5.67 5.21 -0.76
C 4.87 5.92 0.12
C 4.43 5.25 1.27
C 4.97 4.06 1.67
C 7.14 2.07 3.12
C 7.62 3.33 3.57
C 7.91 3.57 4.90
C 7.54 2.60 5.87
C 7.02 1.40 5.45
C 6.79 1.13 4.11
P 3.10 -0.04 -0.61
C 2.02 1.25 0.09
C 1.03 1.01 1.04
C 0.30 2.06 1.64
C 0.48 3.31 1.20
C 1.44 3.65 0.17
C 2.18 2.59 -0.38
C 2.91 -1.37 0.61
C 2.82 -2.68 0.12
C 2.58 -3.70 0.98
C 2.49 -3.47 2.34
C 2.54 -2.20 2.88
C 2.75 -1.15 2.00
H 5.51 -0.07 -0.85
H 4.81 1.51 -0.78
H 5.76 -0.32 1.46
H 4.44 1.01 1.79
H 6.89 3.58 -1.13
H 5.87 5.67 -1.74
H 4.50 6.96 -0.11
H 3.63 5.68 1.84
H 4.65 3.58 2.64
H 7.74 4.04 2.78
H 8.28 4.50 5.31
H 7.72 2.77 6.91
H 6.86 0.61 6.20
H 6.53 0.11 3.85
H 0.76 0.02 1.41
H -0.44 1.81 2.33
H -0.02 4.13 1.71
H 1.60 4.69 -0.04
H 2.94 2.92 -1.07
H 2.85 -2.81 -0.99
H 2.42 -4.70 0.74
H 2.36 -4.31 2.95
H 2.34 -2.10 3.89
H 2.66 -0.17 2.38